{
  "formula": "C5H11NO",
  "method": "ωB97M-V with the def2-TZVPD basis set",
  "symbols": ["H", "H", "H", "C", "C", "H", "H", "C", "H", "H", "O", "H", "N", "H", "C", "C", "H", "H"],
  "xyz": [[1.4503, -1.8429, -0.6290], [-2.2089, 0.4865, 1.1481], [-1.4958, -2.1893, -0.2339], [-0.7668, -1.6899, 0.4704], [-1.5887, 0.7072, 0.2674], [0.6089, 0.7311, -1.4034], [0.1194, -2.3315, 0.5614], [-0.4625, -0.2600, 0.0727], [1.8561, 0.7317, 1.4591], [2.4614, -0.9470, -1.4275], [2.5383, 1.3909, 1.1684], [2.2627, 1.6460, 0.3597], [1.7640, -0.9156, -0.7221], [-1.0097, 2.2816, -1.0167], [0.5767, -0.1255, -0.7046], [-1.8613, 1.8407, -0.4076], [-2.9203, 2.1696, -0.4235], [-1.3237, -1.6836, 1.4610]],
  "lowdin_charge": [0.038, 0.099, 0.101, -0.072, -0.157, 0.123, 0.062, -0.331, 0.056, 0.079, -0.035, -0.057, 0.074, 0.070, -0.195, -0.007, 0.061, 0.088],
  "gap_ev": 8.795,
  "relative_energy_kj_mol": 314.90,
  "spin_multiplicity": 1
}